# 1
21
Properties=species:S:1:pos:R:3 method="wB97M-V/def2-TZVPD" total_charge=-1 lumo_ha="0.1303 / 0.0979" spin_multiplicity=2 orbital_gap_ev="4.94 / 3.71"
N -2.792 1.286 1.519
C -2.098 0.112 1.154
C 1.179 -0.447 -1.428
C 1.507 0.076 -0.078
C 3.047 0.435 0.200
C -2.058 0.064 -0.382
N -1.401 -1.119 -0.999
H -3.011 1.207 2.515
H -0.973 0.164 1.389
H -2.522 -0.865 1.492
H 1.421 -1.518 -1.512
H 1.526 0.134 -2.277
H 1.350 -0.635 0.736
H 0.900 0.976 0.093
H 3.264 1.017 1.086
H 3.669 -0.394 -0.135
H 3.223 1.194 -0.589
H -3.107 -0.001 -0.689
H -1.486 0.937 -0.699
H -1.289 -1.822 -0.261
H -0.348 -0.801 -1.134



# 2
19
Properties=species:S:1:pos:R:3 method="wB97M-V/def2-TZVPD" total_charge=0 lumo_ha=0.0286 smiles="NC1=N[C@](N)(C(=O)O)NC=C1" orbital_gap_ev=9.02
N -1.740 0.368 -2.168
C -1.232 0.121 -0.945
N -0.058 0.572 -0.708
C 0.649 0.257 0.417
N 1.169 1.444 1.050
C 1.970 -0.552 -0.152
O 2.174 -1.698 -0.361
O 2.963 0.322 -0.542
N 0.009 -0.539 1.482
C -1.182 -1.116 1.041
C -1.897 -0.753 -0.029
H -2.644 -0.051 -2.389
H -1.234 0.847 -2.936
H 0.519 2.262 1.165
H 1.383 1.214 2.011
H 2.859 1.227 -0.460
H 0.639 -1.000 2.100
H -1.485 -1.858 1.770
H -2.862 -1.066 -0.345



# 3
14
Properties=species:S:1:pos:R:3 method="wB97M-V/def2-TZVPD" total_charge=0 lumo_ha=0.0213 smiles="C=C1C=C[C@H]2N[C@@H]12" orbital_gap_ev=9.30
C 0.548 -2.219 0.146
C 0.047 -0.944 -0.042
C -1.376 -0.365 -0.042
C -1.304 0.959 -0.208
C 0.010 1.289 -0.444
N 0.764 1.148 0.832
C 0.965 0.160 -0.164
H 1.597 -2.214 0.054
H -0.117 -3.082 0.229
H -2.110 -1.084 -0.121
H -2.065 1.632 -0.821
H 0.232 2.113 -1.038
H 1.703 1.523 0.946
H 2.072 -0.207 -0.551



These records have maximum force values of 0.074 0.076 0.119 hartree/bohr, in the order they appear.
These records have calculated total energy values of -308.24358 -564.81779 -287.42026 Eh, in the order they appear.